Density functional theory data (the ωB97M-V functional and the def2-TZVPD basis) for C9H15Cl2LaNdO6P as an isolated structure.

The LUMO energy (alpha / beta) is -15.29 / -15.29 eV. The value obtained for the orbital gap (alpha / beta) is 0.2053 / 0.2074 hartree. As for the energy above the lowest of the compared OMol25 structures with the same formula, charge and spin: 0.0 kcal per mole.

The geometry in ORCA input format:
```
! RIJCOSX wB97M-V def2-TZVPD def2/J DEFGRID3
* xyz 4 4
La 2.888 5.086 -0.981
Nd 1.335 -0.320 0.821
Cl 4.427 3.598 0.393
Cl -0.175 1.214 -0.615
C -0.912 -1.236 -0.197
C 1.719 4.485 1.022
C 0.465 5.066 -0.958
O -1.884 -1.051 -0.793
O 0.962 4.391 1.911
O -0.643 5.317 -0.709
C -0.308 -4.385 -3.624
C -0.237 -3.373 -2.487
O 1.144 -3.334 -1.984
P 1.623 -2.657 -0.570
O 2.314 -3.869 0.247
C 1.839 -5.278 0.344
C 0.611 -5.364 1.206
O 0.607 -1.336 2.486
C 0.142 -2.169 3.537
C -1.357 -2.323 3.560
H 0.372 -4.104 -4.440
H -1.332 -4.431 -4.030
H -0.071 -5.404 -3.278
H -0.504 -2.362 -2.834
H -0.931 -3.681 -1.692
H 1.659 -5.660 -0.669
H 2.699 -5.780 0.791
H -0.230 -4.799 0.770
H 0.317 -6.415 1.269
H 0.799 -5.010 2.228
H 0.636 -3.141 3.429
H 0.480 -1.723 4.474
H -1.749 -2.652 2.597
H -1.673 -3.050 4.308
H -1.859 -1.396 3.838
*
```

=====

Density functional theory data (the ωB97M-V functional and the def2-TZVPD basis) for C9H15Cl2NPt as an isolated structure.

The LUMO energy (alpha / beta) is 0.21 / -2.85 eV. The value obtained for the orbital gap (alpha / beta) is 0.2419 / 0.2352 hartree.

The geometry in ORCA input format:
```
! RIJCOSX wB97M-V def2-TZVPD def2/J DEFGRID3
* xyz 0 5
Pt -0.655 -0.708 0.021
Cl -1.898 1.072 -0.704
Cl 0.339 -2.627 0.825
C 0.335 -1.136 -2.473
H -0.047 -2.114 -2.216
H 0.253 -0.747 -3.485
C 0.192 0.483 1.336
C 1.035 -0.367 -1.548
H -0.444 0.783 2.191
C 1.556 0.990 -2.048
H 1.578 -0.803 -0.694
C 2.428 1.762 -1.042
H 2.172 0.785 -2.944
H 0.699 1.609 -2.381
C 1.615 2.245 0.169
H 3.287 1.141 -0.719
H 2.834 2.642 -1.559
C 1.515 1.120 1.253
H 2.106 3.116 0.634
H 0.600 2.545 -0.151
H 2.239 0.315 1.069
H 1.692 1.561 2.253
C -4.273 -2.496 2.257
C -3.196 -1.815 1.568
N -2.283 -1.324 1.056
H -4.179 -2.343 3.342
H -4.247 -3.579 2.053
H -5.253 -2.111 1.938
*
```

=====

Density functional theory data (the ωB97M-V functional and the def2-TZVPD basis) for C9H15ClGaINO2PS as an isolated structure.

The LUMO energy (alpha / beta) is -8.37 / -9.04 eV. The value obtained for the orbital gap (alpha / beta) is 0.2884 / 0.2123 hartree.

The geometry in ORCA input format:
```
! RIJCOSX wB97M-V def2-TZVPD def2/J DEFGRID3
* xyz 2 1
C -0.032 -1.993 -1.142
C 1.109 -1.081 -1.528
H 0.230 -2.980 -1.533
H -1.041 -1.806 -1.582
H -0.203 -1.905 -0.070
O 2.326 -1.199 -1.486
I 1.408 1.438 0.172
Ga -2.521 0.592 1.409
P 0.300 0.247 -2.499
C 1.744 1.052 -3.223
C -0.605 -0.688 -3.789
H -1.899 1.157 -1.823
H -1.075 1.955 -3.281
H -0.550 2.403 -1.658
C -0.951 1.552 -2.245
H -1.603 -0.867 -3.333
H -0.687 0.030 -4.606
H 1.504 1.000 -4.301
H 2.672 0.475 -2.998
H -0.117 -1.604 -4.182
H 1.769 2.091 -2.850
C 3.939 0.185 0.529
O 4.612 -0.677 0.861
Cl -4.488 1.187 0.931
S -1.011 -0.922 4.793
C 0.324 -1.544 3.721
C -0.023 -1.387 2.400
N -1.293 -0.745 2.241
C -1.848 -0.285 3.446
H 1.205 -2.085 4.113
H 0.517 -1.691 1.493
H -2.919 0.001 3.407
*
```

=====

Density functional theory data (the ωB97M-V functional and the def2-TZVPD basis) for a 2-piece molecular cluster, C9H15IN5 overall.

The LUMO energy (alpha / beta) is -6.03 / -4.64 eV. The value obtained for the orbital gap (alpha / beta) is 0.2032 / 0.2735 hartree. As for the energy above the lowest of the compared OMol25 structures with the same formula, charge and spin: 66.6 kcal per mole.

The geometry in ORCA input format:
```
! RIJCOSX wB97M-V def2-TZVPD def2/J DEFGRID3
* xyz 1 1
C -0.385 -2.270 -0.056
C 0.454 0.261 0.112
C 1.442 -0.779 -0.008
C -0.923 -0.128 0.158
C -0.812 2.110 0.393
C 3.593 0.400 0.225
C 3.565 -1.905 -0.416
C -3.163 1.102 0.473
C -3.945 -0.032 -0.248
N 0.883 -1.991 -0.117
N -1.372 -1.419 0.120
N 0.459 1.685 -0.037
N 2.763 -0.714 0.070
N -1.773 0.978 0.082
I -6.036 0.163 -0.179
H -0.710 -3.329 -0.157
H -0.902 2.228 1.499
H -1.107 2.883 -0.243
H 4.334 0.194 0.942
H 4.129 0.654 -0.679
H 3.085 1.326 0.502
H 4.122 -1.668 -1.350
H 4.265 -2.288 0.460
H 2.784 -2.667 -0.517
H -3.189 0.821 1.600
H -3.451 2.112 0.240
H -3.432 0.078 -1.317
H -3.594 -0.925 0.206
H 1.348 2.194 -0.081
H -2.432 0.927 -1.676
*
```

=====

Density functional theory data (the ωB97M-V functional and the def2-TZVPD basis) for C9H15ISi as an isolated structure.

The LUMO energy is 0.47 eV. The value obtained for the orbital gap is 0.3389 hartree. As for the energy above the lowest of the compared OMol25 structures with the same formula, charge and spin: 35.0 kcal per mole.

The geometry in ORCA input format:
```
! RIJCOSX wB97M-V def2-TZVPD def2/J DEFGRID3
* xyz 0 1
C 0.883 -2.225 -1.724
C 1.462 1.535 -1.648
C -1.253 1.333 2.450
C 0.235 -1.939 -0.610
C 0.111 1.399 -1.416
C -0.288 0.623 1.793
C -0.257 -2.871 0.425
C -0.808 2.384 -2.141
C 0.944 0.013 2.334
Si -0.516 0.292 -0.060
I -3.028 -0.174 -0.446
H 1.398 -1.422 -2.332
H 1.166 -3.221 -1.836
H 2.226 0.931 -1.169
H 1.841 2.253 -2.396
H -2.059 1.766 2.032
H -1.293 1.480 3.579
H -0.327 -3.921 0.145
H -1.180 -2.558 0.807
H 0.515 -2.871 1.320
H -1.308 2.931 -1.232
H -1.589 1.714 -2.533
H -0.412 3.032 -2.987
H 0.755 -1.067 2.350
H 0.963 0.201 3.441
H 1.819 0.379 1.856
*
```

=====

Density functional theory data (the ωB97M-V functional and the def2-TZVPD basis) for a 2-piece molecular cluster, C9H15N2O overall.

The LUMO energy (alpha / beta) is -4.20 / -4.20 eV. The value obtained for the orbital gap (alpha / beta) is 0.3115 / 0.3114 hartree. As for the energy above the lowest of the compared OMol25 structures with the same formula, charge and spin: 132.9 kcal per mole.

The geometry in ORCA input format:
```
! RIJCOSX wB97M-V def2-TZVPD def2/J DEFGRID3
* xyz 1 1
C -3.779 0.039 -0.060
C -3.053 1.069 0.555
C -3.167 -1.116 -0.473
C -1.714 0.900 0.785
C -1.864 -1.356 -0.229
C -1.059 -0.374 0.352
C 1.073 1.510 -0.326
C 1.852 -0.572 -1.273
C 0.349 -0.598 0.741
N 2.692 0.019 0.921
N 1.554 0.114 -0.039
O 0.769 -1.887 1.107
H -4.850 0.115 -0.364
H -3.610 1.927 0.786
H -3.712 -1.927 -0.908
H -1.172 1.659 1.214
H -1.300 -2.174 -0.503
H 0.845 2.047 0.549
H 1.859 1.962 -1.019
H 0.139 1.269 -0.758
H 2.662 -0.055 -1.809
H 2.375 -1.460 -1.024
H 0.930 -0.656 -1.815
H 0.190 0.250 2.414
H 2.263 -0.192 1.813
H 3.143 0.947 0.907
H 0.109 -2.317 1.616
*
```

=====

Density functional theory data (the ωB97M-V functional and the def2-TZVPD basis) for an isolated ion of composition C9H15N2O and charge +1.

The LUMO energy is -2.47 eV. The value obtained for the orbital gap is 0.3924 hartree. As for the energy above the lowest of the compared OMol25 structures with the same formula, charge and spin: 65.2 kcal per mole. As for the SMILES: C=C1[C@@H](NC=O)CC=CC[N@@H+]1C.

The geometry in ORCA input format:
```
! RIJCOSX wB97M-V def2-TZVPD def2/J DEFGRID3
* xyz 1 1
C 1.010 2.131 0.326
C 1.904 1.133 0.578
C 0.097 -0.280 -0.957
C 0.462 -0.820 -2.079
C -2.720 -0.084 0.562
C -0.487 1.856 0.332
C 1.713 -0.276 0.996
C -0.925 0.956 -0.840
C 0.776 -2.410 0.280
N -2.310 0.571 -0.616
N 0.493 -0.896 0.313
O -1.959 -0.577 1.415
H 1.389 3.250 0.194
H 2.900 1.444 0.637
H 1.136 -1.674 -2.008
H 0.024 -0.404 -3.069
H -3.859 -0.256 0.677
H -0.669 1.430 1.318
H -1.068 2.664 0.311
H 2.498 -0.855 0.609
H 1.558 -0.248 2.117
H -0.766 1.448 -1.786
H 1.791 -2.546 0.538
H 0.196 -2.977 1.057
H 0.391 -2.839 -0.691
H -3.156 1.111 -1.076
H -0.416 -0.853 0.863
*
```

=====

Density functional theory data (the ωB97M-V functional and the def2-TZVPD basis) for an isolated ion of composition C9H15N2O and charge +1.

The LUMO energy is -3.67 eV. The value obtained for the orbital gap is 0.3493 hartree. As for the energy above the lowest of the compared OMol25 structures with the same formula, charge and spin: 49.2 kcal per mole. As for the SMILES: [H]/N=C(\O)[C@@H]1C=CC/C(=[NH+]\CC)C1.

The geometry in ORCA input format:
```
! RIJCOSX wB97M-V def2-TZVPD def2/J DEFGRID3
* xyz 1 1
C 1.886 1.391 0.495
C 0.688 1.942 0.635
C 2.030 0.021 -0.318
C -0.575 1.481 -0.061
C 3.391 -0.654 0.055
C 0.658 -0.732 -0.309
C -0.718 -0.018 -0.273
C -3.861 -0.758 0.696
C -3.118 -0.150 -0.499
N 3.504 -1.678 0.768
N -1.753 -0.688 -0.558
O 4.363 0.033 -0.596
H 2.693 1.776 1.118
H 0.549 2.961 0.992
H 2.156 0.466 -1.353
H -0.618 1.829 -1.083
H 0.576 -1.252 -1.228
H 0.505 -1.426 0.597
H -3.451 -0.333 1.571
H -4.942 -0.514 0.670
H -3.872 -1.811 0.435
H -3.060 0.896 -0.410
H -3.593 -0.452 -1.480
H 4.420 -2.074 0.989
H -1.395 1.949 0.399
H -1.658 -1.675 -0.598
H 5.194 -0.529 -0.656
*
```

=====

Copy entry 4 word for word.
Density functional theory data (the ωB97M-V functional and the def2-TZVPD basis) for a 2-piece molecular cluster, C9H15IN5 overall.

The LUMO energy (alpha / beta) is -6.03 / -4.64 eV. The value obtained for the orbital gap (alpha / beta) is 0.2032 / 0.2735 hartree. As for the energy above the lowest of the compared OMol25 structures with the same formula, charge and spin: 66.6 kcal per mole.

The geometry in ORCA input format:
```
! RIJCOSX wB97M-V def2-TZVPD def2/J DEFGRID3
* xyz 1 1
C -0.385 -2.270 -0.056
C 0.454 0.261 0.112
C 1.442 -0.779 -0.008
C -0.923 -0.128 0.158
C -0.812 2.110 0.393
C 3.593 0.400 0.225
C 3.565 -1.905 -0.416
C -3.163 1.102 0.473
C -3.945 -0.032 -0.248
N 0.883 -1.991 -0.117
N -1.372 -1.419 0.120
N 0.459 1.685 -0.037
N 2.763 -0.714 0.070
N -1.773 0.978 0.082
I -6.036 0.163 -0.179
H -0.710 -3.329 -0.157
H -0.902 2.228 1.499
H -1.107 2.883 -0.243
H 4.334 0.194 0.942
H 4.129 0.654 -0.679
H 3.085 1.326 0.502
H 4.122 -1.668 -1.350
H 4.265 -2.288 0.460
H 2.784 -2.667 -0.517
H -3.189 0.821 1.600
H -3.451 2.112 0.240
H -3.432 0.078 -1.317
H -3.594 -0.925 0.206
H 1.348 2.194 -0.081
H -2.432 0.927 -1.676
*
```